Formula: C21H28N4O4
Source: OMol25
Level of theory: ωB97M-V with the def2-TZVPD basis set

The geometry in ORCA input format:
```
! RIJCOSX wB97M-V def2-TZVPD def2/J DEFGRID3
* xyz 0 1
C -4.762 -1.256 0.709
H -5.431 -0.777 1.423
O -3.505 -1.312 1.348
C -2.448 -1.799 0.648
C -2.522 -2.352 -0.626
C -1.371 -2.826 -1.230
C -0.148 -2.746 -0.591
C -0.060 -2.185 0.681
C -1.212 -1.726 1.292
H -1.181 -1.312 2.289
C 1.285 -2.020 1.341
N 1.875 -0.754 0.921
C 1.451 0.362 1.734
C 2.081 1.649 1.217
N 3.511 1.518 1.321
C 4.153 0.371 1.046
O 5.356 0.252 1.143
C 3.288 -0.805 0.588
C 3.449 -0.909 -0.952
C 2.655 0.174 -1.659
O 3.129 1.229 -2.029
N 1.356 -0.152 -1.855
C 0.430 0.729 -2.532
C -0.787 1.008 -1.717
C -1.044 1.844 -0.670
C -2.414 1.620 -0.373
N -2.905 0.724 -1.188
O -1.911 0.335 -2.022
C -3.243 2.280 0.677
C -2.709 1.927 2.066
H -2.746 0.851 2.220
H -3.316 2.407 2.830
H -1.681 2.265 2.179
C -3.254 3.794 0.460
H -2.251 4.204 0.564
H -3.625 4.034 -0.533
H -3.898 4.270 1.195
H -4.263 1.897 0.579
H -0.375 2.529 -0.196
H 0.976 1.655 -2.740
H 0.110 0.275 -3.478
H 0.975 -0.980 -1.417
H 4.505 -0.792 -1.200
H 3.106 -1.889 -1.283
H 3.767 -1.694 1.026
H 4.082 2.330 1.502
H 1.757 2.497 1.824
H 1.787 1.819 0.176
H 0.362 0.429 1.667
H 1.731 0.230 2.796
H 1.939 -2.836 1.026
H 1.182 -2.066 2.436
H 0.736 -3.151 -1.064
H -1.435 -3.263 -2.215
H -3.459 -2.413 -1.153
H -5.137 -2.258 0.480
H -4.704 -0.658 -0.204
*
```

- LUMO energy (eV) = 0.656
- structure (SMILES) = COc1cccc(CN2CCNC(=O)[C@@H]2CC(=O)NCc2cc(C(C)C)no2)c1
- DFT total energy (Ha) = -1336.9992
- energy above the lowest of the compared OMol25 structures with the same formula, charge and spin (kcal/mol) = 90.73
- HOMO-LUMO gap (eV) = 9.2379